Entry 1:
Density functional theory data (the ωB97M-V functional and the def2-TZVPD basis) for a cluster of 11 separate species, C38H105N7O16 in total in a non-equilibrium geometry.

Properties
- Net charge: +1
- <S²>: 0.75
- Relative energy (zero: lowest compared OMol25 entry of this formula, charge and spin): 2.142 eV
- HOMO level (spin up / spin down): -10.4 / -10.4 eV
- LUMO energy (spin up / spin down): -1.98 / -7.41 eV
- Calculated total energy: -84277.1447 eV
- 2S+1: 2
- Orbital gap (spin up / spin down): 8.4 / 3.0 eV

Geometry (Å):
O -5.596 2.689 -1.501
O 1.052 -1.302 -5.726
O -4.975 3.636 1.477
O -1.352 -4.143 3.620
O -2.491 -0.107 -2.167
O -4.347 0.819 7.630
O 5.811 3.269 -0.352
O -3.313 2.718 5.428
O 7.391 -2.802 -3.986
O 3.299 -0.732 4.941
O -5.171 -1.101 2.215
O 0.176 1.124 2.385
O 8.021 -4.118 -1.832
O -0.581 1.312 -4.338
O -3.023 5.426 -0.103
O 2.442 -1.548 -0.896
N 0.253 -3.434 1.460
N 3.276 -2.614 1.633
N 0.072 0.868 -0.606
N 8.582 2.974 -0.052
N -7.732 0.384 -2.324
N -4.952 0.010 -0.521
N 2.425 0.806 -8.396
C 0.409 -5.677 0.604
C -0.340 1.358 3.665
C 7.864 3.168 2.259
C -0.771 1.732 0.307
C -0.042 2.189 1.538
C 0.194 -0.576 -0.184
C 3.244 -0.431 -1.022
C -0.682 -5.124 2.886
C -8.353 2.167 -0.784
C 7.790 2.340 0.943
C -3.456 3.757 1.555
C 3.881 -1.955 2.789
C -1.174 -4.289 5.027
C 4.539 3.137 -0.875
C 7.060 -2.152 -2.692
C -5.249 -2.243 -1.415
C 2.429 -0.723 6.105
C -6.591 2.550 -2.598
C 1.071 -1.375 -1.266
C 5.002 -0.984 2.205
C 1.549 -2.067 -4.576
C 1.679 -1.292 -9.014
C -5.467 -1.312 -0.169
C -4.559 3.619 -1.836
C -3.139 0.927 6.906
C -2.763 2.319 6.676
C -2.726 0.578 -3.337
C 2.114 -0.771 -6.560
C -7.928 1.851 -2.162
C -4.238 -0.445 2.959
C -1.672 0.462 -4.450
C 2.761 -1.353 3.711
C -4.709 -1.864 1.113
C 7.826 -2.745 -1.499
C 1.593 -0.190 -7.913
C -2.966 5.204 1.263
C -0.487 -4.688 1.445
C 6.331 2.156 0.486
H 0.308 -2.987 0.556
H 2.864 0.497 -0.595
H 0.737 -1.837 -8.956
H 0.123 0.778 -3.963
H 5.657 2.129 1.343
H 8.084 -3.394 -3.684
H -3.528 5.960 1.811
H -8.133 0.327 -3.249
H 0.674 -2.284 -3.963
H 0.265 -5.447 3.318
H -5.139 3.212 0.631
H -1.613 -3.407 5.494
H -0.805 -1.012 -0.178
H 5.999 -2.282 -2.478
H -8.666 2.186 -2.891
H -0.446 3.110 1.959
H -6.178 2.198 -3.543
H -3.185 0.176 -1.567
H -1.686 2.393 6.526
H 3.017 -1.364 -6.704
H 0.571 -0.677 0.834
H -6.478 -1.044 0.139
H -4.903 0.621 0.282
H 2.438 -3.144 1.823
H 1.397 -0.654 5.761
H 5.895 -1.362 1.707
H 0.553 0.059 -7.702
H -5.663 -3.185 -1.056
H -4.864 4.665 -1.845
H -0.322 2.304 4.206
H -4.165 -2.333 -1.480
H -3.019 3.257 2.419
H 7.091 -1.064 -2.761
H 8.925 3.850 0.315
H -3.391 3.674 5.426
H -0.434 0.808 -1.478
H 3.372 0.506 -8.214
H 1.479 -5.537 0.761
H 8.912 -4.472 -1.776
H -3.034 1.605 -3.139
H 8.819 3.119 2.783
H 7.962 3.112 -0.837
H -1.432 -4.566 0.915
H 8.331 1.424 1.181
H 0.995 -0.906 -2.247
H -5.074 -2.871 1.314
H 4.477 2.177 -1.388
H 4.643 -0.142 1.612
H 3.686 3.222 -0.202
H 0.982 2.474 1.300
H 1.841 -3.087 -4.825
H -1.984 0.870 -5.411
H -3.780 3.501 -1.082
H -3.673 0.094 -3.576
H 1.809 -0.942 -10.038
H -2.919 3.190 0.795
H -5.924 -1.941 -2.216
H -7.713 1.730 -0.017
H -4.173 3.483 -2.846
H -3.188 2.886 7.505
H -2.558 6.212 -0.397
H -1.576 1.121 0.715
H 2.827 -1.834 1.174
H 2.402 -0.041 -5.803
H -3.122 0.343 5.986
H -1.975 5.335 1.698
H 8.837 -2.356 -1.371
H 4.263 -0.663 -0.712
H 7.304 -2.550 -0.562
H 7.047 2.860 2.912
H 4.443 -2.604 3.461
H -1.385 1.240 3.377
H -3.966 0.508 2.507
H -0.277 -2.821 2.062
H -4.563 -0.222 3.976
H -1.547 -0.621 -4.487
H 1.883 -1.998 3.744
H 6.333 1.166 0.031
H 2.503 0.151 6.752
H 4.460 3.928 -1.621
H 7.544 4.196 2.090
H 2.251 -1.631 -3.865
H 2.270 -0.593 3.103
H -1.651 -5.139 5.514
H 2.467 -2.036 -8.892
H 0.648 -2.375 -1.358
H -6.905 3.591 -2.682
H -0.142 -4.507 5.303
H -3.634 -2.029 1.037
H -2.314 0.538 7.502
H -8.436 -0.020 -1.723
H -1.143 2.618 -0.207
H -9.314 1.667 -0.665
H -3.282 -0.964 3.038
H -1.399 -5.923 2.694
H 5.649 -0.589 2.988
H 2.306 0.957 -9.387
H 0.303 -5.439 -0.455
H -8.359 3.193 -0.417
H 3.522 -0.306 -2.069
H -5.563 0.556 -1.112
H 2.497 -1.674 6.633
H -4.538 -0.121 7.661
H 0.104 -6.720 0.697
H 0.103 0.549 4.246

---

Entry 2:
Density functional theory data (the ωB97M-V functional and the def2-TZVPD basis) for an isolated molecule of C4H5FS in a non-equilibrium geometry.

Properties
- SMILES: C=C(F)C(C)=S
- Relative energy (zero: lowest compared OMol25 entry of this formula, charge and spin): 0.911 eV
- HOMO level: -8.9 eV
- LUMO energy: -0.62 eV
- Calculated total energy: -17780.1231 eV
- Orbital gap: 8.3 eV

Geometry (Å):
S 1.689 -0.538 -0.007
F -0.975 -1.610 0.015
C -0.992 -0.265 0.026
C 0.425 0.371 -0.032
C 0.386 1.903 0.034
C -2.160 0.435 -0.053
H -2.071 1.531 -0.087
H -0.290 2.231 -0.851
H 1.308 2.397 -0.081
H -0.050 2.255 0.995
H -3.101 0.024 0.152

---

Entry 3:
Density functional theory data (the ωB97M-V functional and the def2-TZVPD basis) for a structure of composition C19H19F3N5O2Pt.

Properties
- Net charge: +3
- Relative energy (zero: lowest compared OMol25 entry of this formula, charge and spin): 0.829 eV
- HOMO level: -16.4 eV
- LUMO energy: -11.23 eV
- Calculated total energy: -42930.5909 eV
- Orbital gap: 5.2 eV

Geometry (Å):
Pt -0.422 -0.134 0.800
F 3.026 3.687 -4.768
F 1.774 3.208 -6.434
F 3.141 1.753 -5.667
O -0.216 2.228 -4.157
O 1.353 1.412 -2.657
N 1.044 0.262 2.030
N -1.973 -0.582 -0.559
N 0.672 -1.697 -1.088
N -0.206 1.879 0.450
N -0.417 -1.885 1.947
C 0.448 4.549 0.097
C 3.082 0.825 3.726
C 0.880 2.407 1.074
C -1.126 -4.023 2.734
C 2.621 1.805 2.854
C -1.779 -1.800 -1.414
C -1.273 -2.908 1.928
C 2.646 2.883 -5.625
C -0.404 -1.851 -2.067
C -0.969 2.677 -0.303
C 1.579 1.492 2.002
C 1.441 -0.689 2.884
C 1.233 3.733 0.897
C -0.683 4.015 -0.500
C 0.557 1.816 -3.399
C 0.622 -1.920 2.825
C -0.044 -4.085 3.593
C 0.836 -3.011 3.643
C 2.487 -0.427 3.755
H 2.101 4.134 1.400
H -2.119 -2.821 1.262
H -2.871 -0.651 -0.084
H 0.935 -2.589 -0.684
H 1.511 -1.307 -1.497
H -1.935 -2.682 -0.797
H 3.897 1.048 4.402
H -1.854 -4.820 2.682
H -0.322 -1.052 -2.809
H -1.858 2.238 -0.734
H -1.349 4.621 -1.097
H 0.107 -4.945 4.232
H -2.077 0.196 -1.205
H 0.703 5.592 -0.035
H 1.670 -3.025 4.329
H -2.546 -1.799 -2.190
H 2.826 -1.174 4.458
H -0.337 -2.796 -2.612
H 3.063 2.790 2.861